(1)
C16H18ClMnN3S2 as an isolated structure. Source: the Open Molecules 2025 dataset; level of theory: ωB97M-V with the def2-TZVPD basis set.

The geometry in XYZ format:
```
41
Properties=species:S:1:pos:R:3:forces:R:3:lowdin_charge:R:1
Mn -0.15178 0.12093 1.14727 -0.9 1.3 0.8 0.609
S -1.28935 -2.08199 1.30475 0.1 -0.2 -0.2 0.597
C -1.02100 -1.63835 -0.32867 -0.6 -0.5 -0.6 -1.125
N -0.97778 -0.40282 -0.81299 0.0 -0.6 0.0 -0.055
C -0.79750 -0.40393 -2.19364 0.1 0.2 0.2 -0.315
C -0.71722 0.73175 -2.99499 0.0 0.1 -0.1 -0.029
C -0.56172 0.58596 -4.36220 0.0 0.0 0.0 -0.092
C -0.48057 -0.68239 -4.94025 0.0 0.0 0.1 -0.095
C -0.55709 -1.82010 -4.15336 0.0 0.0 0.0 -0.088
C -0.71322 -1.67041 -2.77978 0.0 -0.1 -0.1 -0.477
S -0.83796 -2.88412 -1.54668 0.0 0.0 0.0 1.029
H -0.78055 1.71739 -2.55008 0.0 0.0 0.0 0.096
H -0.50964 1.46543 -4.99107 0.0 0.0 0.0 0.101
H -0.35358 -0.77861 -6.01055 0.0 0.0 0.0 0.101
H -0.50216 -2.80540 -4.59835 0.0 0.0 0.0 0.108
N -0.51150 2.38680 0.55535 -0.1 0.1 -0.2 -0.022
C -1.31327 3.06978 1.58506 0.1 -0.1 0.0 -0.247
C -2.46916 2.17843 2.00691 0.1 -0.1 0.0 -0.244
N -1.94113 0.88250 2.44992 -0.2 0.2 0.1 -0.037
H 0.32607 2.92109 0.35096 0.0 -0.1 0.1 0.092
H -1.04029 2.32876 -0.31050 0.0 0.0 0.0 0.068
H -1.69720 4.03243 1.23935 0.0 0.0 0.0 0.112
H -0.66295 3.24887 2.44342 0.0 0.0 0.0 0.114
H -3.12025 2.00205 1.14780 0.0 0.0 0.0 0.118
H -3.06012 2.68301 2.77465 0.0 0.0 0.0 0.112
H -2.65524 0.16213 2.46258 0.1 0.0 -0.1 0.059
H -1.56031 0.94815 3.38854 0.1 0.0 0.0 0.093
Cl 1.68009 -1.87585 4.14087 0.0 0.0 0.0 0.676
C 2.01001 -1.69156 2.44266 -0.1 0.0 0.0 -0.649
C 2.34517 -2.80648 1.71502 0.0 -0.1 0.0 -0.124
C 2.57684 -2.72516 0.34241 0.0 -0.1 0.1 -0.108
C 2.47368 -1.49534 -0.27203 -0.2 0.2 -0.1 -0.105
C 2.11840 -0.36296 0.45540 0.7 -0.2 0.1 -0.134
C 1.89346 -0.40020 1.86716 1.0 0.2 0.1 -0.461
C 1.46695 0.78264 2.56172 0.1 -0.3 -0.1 -0.158
H 2.41652 -3.75792 2.22628 0.0 0.0 0.0 0.106
H 2.82792 -3.61125 -0.22416 0.0 0.0 0.0 0.100
H 2.65669 -1.40641 -1.33682 0.0 0.0 0.0 0.109
H 2.18317 0.61107 -0.02183 -0.2 0.0 -0.1 0.112
H 1.87697 1.71374 2.17936 0.0 0.0 -0.1 0.041
H 1.43062 0.72833 3.64051 0.0 0.0 0.0 0.010
```
Forces are in eV/Å.

Results
2S+1: 6
ΔE to the lowest compared entry with this formula, charge and spin (eV): 0.889
Net charge: 0
Calculated total energy (Eh): -3192.3801
Frontier orbital gap (spin up / spin down) (eV): 6.367 / 7.244
LUMO level (spin up / spin down) (Ha): 0.01117 / 0.01013

(2)
A 2-piece molecular cluster, C16H18ClNOS2 overall. Source: the Open Molecules 2025 dataset; level of theory: ωB97M-V with the def2-TZVPD basis set.

The geometry in XYZ format:
```
39
Properties=species:S:1:pos:R:3:forces:R:3:lowdin_charge:R:1
C -2.79427 -0.97844 1.82923 -0.1 0.4 -0.1 -0.191
C -1.38776 -1.10149 2.40470 -0.6 0.1 -0.2 -0.234
N -0.53548 -0.03171 1.85511 1.3 0.2 0.7 -0.186
C 0.84382 -0.19118 2.06818 -1.2 -1.4 0.4 -1.175
S 1.31353 -1.64109 2.80940 0.3 0.1 -0.4 0.703
S 2.04950 0.91834 1.65286 0.1 0.6 -0.1 0.677
C -1.08995 1.32967 1.92313 -0.3 -0.3 -0.2 -0.167
C -2.48347 1.31105 1.30451 -0.3 -0.3 0.4 -0.186
O -3.32460 0.34772 1.96225 0.6 -0.1 -0.5 -0.150
H -2.75998 -1.28005 0.76508 -0.2 0.2 0.2 0.125
H -3.49708 -1.62092 2.38171 0.3 0.1 -0.3 0.128
H -1.45597 -1.05801 3.50919 0.3 0.0 -0.4 0.123
H -0.97931 -2.08546 2.09906 -0.2 0.7 0.3 0.076
H -1.16766 1.67406 2.97631 0.2 -0.2 -0.4 0.137
H -0.42844 1.99644 1.35618 -0.2 -0.1 0.2 0.088
H -3.00142 2.26173 1.47171 0.3 -0.1 -0.3 0.124
H -2.40140 1.08087 0.22607 -0.1 0.1 0.3 0.128
Cl 2.50760 -3.38499 6.98458 -0.1 -0.1 0.1 0.695
C 2.99398 -2.25888 5.77947 0.3 0.4 -0.7 -0.678
C 3.76307 -2.70657 4.70080 0.0 0.1 0.3 -0.128
C 4.21818 -1.79640 3.76428 -0.4 0.8 0.2 -0.058
C 3.91390 -0.41344 3.90565 0.6 -0.3 -0.3 -0.285
C 4.50869 0.53637 2.99352 -0.8 -0.2 0.8 -0.225
C 4.71809 1.99497 3.30495 0.4 0.4 -0.3 -0.143
C 5.70292 2.52537 2.19542 -0.8 -0.3 0.6 -0.152
C 6.04490 1.27726 1.42527 -1.0 -1.0 0.9 0.002
C 5.34936 0.17795 1.90370 1.4 1.1 -1.3 -0.046
C 3.02625 -0.01318 4.92901 0.3 0.1 -0.3 -0.049
C 2.58904 -0.92010 5.87128 0.2 -0.3 0.1 -0.109
H 4.01146 -3.75709 4.58560 -0.1 0.1 0.2 0.112
H 4.79595 -2.14936 2.91101 -0.1 0.1 0.4 0.111
H 3.76253 2.53320 3.33502 0.3 0.0 0.0 0.099
H 5.23454 2.11067 4.27191 -0.4 -0.2 -0.1 0.133
H 5.21064 3.28950 1.57794 0.2 -0.2 -0.1 0.119
H 6.57268 3.00481 2.67341 -0.1 -0.2 -0.3 0.117
H 6.77223 1.29389 0.61564 -0.2 -0.2 0.1 0.112
H 5.42811 -0.84206 1.53064 0.0 0.5 -0.1 0.115
H 2.66242 1.01997 4.94043 0.2 -0.4 0.1 0.128
H 1.94774 -0.61707 6.69058 0.0 0.0 -0.1 0.111
```
Forces are in eV/Å.

Results
Net charge: 0
Calculated total energy (Eh): -2006.9597
Frontier orbital gap (eV): 5.332
LUMO level (Ha): -0.06051

(3)
One molecule with the formula C16H18F3N3O4S. Source: the Open Molecules 2025 dataset; level of theory: ωB97M-V with the def2-TZVPD basis set.

The geometry in XYZ format:
```
45
Properties=species:S:1:pos:R:3:forces:R:3:lowdin_charge:R:1
C -6.34048 -1.74980 -0.82190 0.2 0.3 0.2 -0.063
C -6.06098 -0.83745 0.36887 -0.2 -0.3 -0.1 -0.247
O -5.30671 0.30535 0.01579 0.0 0.2 0.0 -0.053
C -3.97035 0.19755 -0.20302 0.3 0.0 -0.1 -0.270
C -3.34524 1.37902 -0.63259 -0.2 -0.1 0.0 -0.001
C -1.99382 1.43434 -0.87787 0.0 -0.2 0.0 -0.008
C -1.22352 0.29069 -0.69503 -0.7 -0.6 0.3 -0.305
N 0.12443 0.17945 -0.90852 0.4 0.2 -0.4 0.112
C 0.55253 -0.99664 -0.64362 -0.7 -0.3 0.0 -0.585
N 1.83354 -1.43992 -0.79588 0.4 -0.3 0.0 0.106
C 2.98024 -0.58415 -0.50946 0.1 0.1 0.2 -0.254
N 2.69647 0.80880 -0.63369 0.5 -0.3 -0.1 0.160
C 2.09981 1.42260 0.43800 0.0 0.4 -0.3 -0.476
O 2.02500 0.85342 1.50427 -0.3 0.1 0.3 0.113
C 1.67283 2.84155 0.18420 0.1 0.1 0.2 -0.154
C 2.90425 3.74283 0.07747 -0.1 0.0 0.0 -0.079
C 3.55607 -0.82059 0.92921 0.4 0.0 -0.5 -0.475
O 4.54594 -0.27242 1.31802 0.0 -0.1 0.1 0.156
O 2.90467 -1.79965 1.53766 -0.2 -0.3 -0.1 -0.037
C 3.29883 -2.05137 2.88404 0.2 0.0 0.2 -0.016
C 4.07655 -0.96447 -1.52661 0.3 0.2 -0.4 -0.570
F 5.17143 -0.21888 -1.42360 0.0 0.1 0.2 0.178
F 3.63348 -0.82259 -2.78440 -0.3 0.1 -0.1 0.155
F 4.44324 -2.24475 -1.38914 -0.1 -0.3 0.3 0.168
S -0.67733 -2.16151 -0.10166 0.1 0.4 -0.1 1.092
C -1.85621 -0.88828 -0.25853 0.3 0.3 -0.2 -0.460
C -3.21620 -0.95408 -0.01456 -0.3 0.0 0.1 -0.034
H -6.96608 -2.58048 -0.50721 -0.1 -0.1 0.0 0.077
H -5.41623 -2.14180 -1.23909 0.0 -0.1 -0.1 0.067
H -6.85727 -1.19212 -1.59879 -0.1 0.0 -0.1 0.080
H -5.57029 -1.38985 1.17960 0.0 0.1 0.0 0.116
H -7.00105 -0.43043 0.75165 0.1 -0.1 0.0 0.123
H -3.96567 2.25098 -0.76366 -0.1 0.1 0.0 0.117
H -1.52624 2.34698 -1.20965 0.1 0.1 -0.1 0.108
H 1.97277 -2.39455 -0.48773 0.0 0.2 0.0 0.131
H 2.52926 1.16950 -1.56189 -0.1 -0.1 0.1 0.162
H 1.08921 2.88011 -0.73574 -0.1 0.0 0.0 0.105
H 1.04661 3.16082 1.01721 0.0 -0.1 -0.1 0.123
H 3.53472 3.44354 -0.75571 0.1 0.0 -0.1 0.072
H 3.49263 3.68190 0.98920 0.1 0.0 0.1 0.084
H 2.59633 4.77497 -0.06936 0.0 0.1 0.0 0.073
H 4.37486 -2.22498 2.93474 -0.1 0.0 0.0 0.099
H 2.74521 -2.93180 3.19885 0.0 0.1 0.0 0.096
H 3.04089 -1.18926 3.50036 0.0 -0.1 0.0 0.105
H -3.64812 -1.88260 0.31978 -0.2 -0.1 0.0 0.106
```
Forces are in eV/Å.

Results
ΔE to the lowest compared entry with this formula, charge and spin (eV): 0.295
Net charge: 0
Calculated total energy (Eh): -1783.5720
SMILES: CCOc1ccc2nc(N[C@@](NC(=O)CC)(C(=O)OC)C(F)(F)F)sc2c1
Frontier orbital gap (eV): 8.434
LUMO level (Ha): 0.02025

(4)
C16H18F4N2S5SbSe4Ti as an isolated structure. Source: the Open Molecules 2025 dataset; level of theory: ωB97M-V with the def2-TZVPD basis set.

The geometry in XYZ format:
```
51
Properties=species:S:1:pos:R:3:forces:R:3:lowdin_charge:R:1
Ti 0.23289 0.15717 -0.19141 0.0 0.2 0.0 0.277
C 0.22832 -4.33793 0.33203 0.0 0.0 0.0 -0.068
C -0.18426 -2.87856 0.20310 0.0 0.0 -0.2 -0.204
N 0.94917 -1.91239 0.08883 -0.1 0.2 -0.2 -0.272
C 1.96206 -2.32710 -0.91398 0.0 0.0 0.1 -0.256
C 1.40138 -2.30884 -2.31527 0.0 0.0 -0.2 -0.100
C 1.58397 -1.64679 1.39635 0.1 -0.1 0.1 -0.187
C 0.63329 -0.90597 2.35757 -0.1 -0.2 0.0 -0.192
N -0.42352 -0.23222 1.59550 0.5 0.3 0.1 -0.158
C -1.47279 0.31801 2.33353 -0.1 0.1 -0.2 -0.168
C -2.79487 0.02969 1.98718 0.0 0.0 0.1 -0.166
F -3.04262 -0.85330 1.02773 0.0 -0.2 -0.2 0.104
C -3.85678 0.63006 2.63406 0.1 0.1 0.1 -0.206
F -5.10174 0.31251 2.26668 -0.1 0.0 0.0 0.102
C -3.65677 1.53081 3.66218 0.0 0.0 0.0 0.078
C -2.35717 1.81215 4.02464 0.0 0.0 0.0 -0.219
F -2.11116 2.68128 5.01477 0.0 0.0 0.0 0.089
C -1.28796 1.22443 3.37641 0.0 0.0 0.0 -0.165
F -0.04286 1.56922 3.74853 0.0 0.0 0.0 0.071
H -0.65189 -4.92069 0.60299 0.0 0.0 0.0 0.083
H 0.97822 -4.49147 1.11103 0.0 0.0 0.0 0.072
H 0.61408 -4.74180 -0.60356 0.0 0.0 0.0 0.073
H -0.77009 -2.56940 1.06472 0.0 0.0 0.0 0.106
H -0.82823 -2.74243 -0.66806 0.0 0.0 0.0 0.124
H 2.33523 -3.32403 -0.65861 0.1 0.0 0.0 0.116
H 2.80221 -1.63609 -0.82828 0.0 0.0 0.0 0.084
H 0.70066 -3.12192 -2.49474 0.0 0.0 0.0 0.040
H 2.20590 -2.39251 -3.04583 0.0 0.0 0.0 0.091
H 0.86648 -1.38203 -2.53610 0.0 0.0 0.0 0.032
H 2.46871 -1.04103 1.19744 0.0 0.0 0.0 0.090
H 1.92843 -2.57647 1.86004 0.0 0.0 0.0 0.125
H 1.22929 -0.21351 2.95678 0.0 0.0 0.1 0.114
H 0.19080 -1.63443 3.04725 -0.1 0.1 0.0 0.127
H -4.49000 2.00023 4.16346 0.0 0.0 0.0 0.137
C 3.58879 3.66816 -3.06301 0.0 0.0 0.0 -0.390
S 1.81830 3.37711 -3.31032 0.0 0.0 0.0 0.832
C 1.26940 3.50935 -1.65008 0.0 0.0 -0.1 -1.014
C 1.54216 2.63957 -0.66337 -0.1 -0.1 0.1 -1.145
S 2.41170 1.12047 -0.74283 0.0 -0.1 0.1 0.576
S 0.71064 2.93478 0.85012 0.0 -0.1 0.0 0.875
C -0.30806 4.24950 0.32446 0.2 0.2 0.1 -1.469
S -1.37805 4.99362 1.30981 -0.1 -0.1 0.0 0.563
S 0.10708 4.75881 -1.27286 -0.1 -0.1 0.0 0.932
H 4.04136 3.62453 -4.05277 0.0 0.0 0.0 0.032
H 4.02020 2.88909 -2.43827 0.0 0.0 0.0 0.010
H 3.76409 4.64979 -2.62813 0.0 0.0 0.0 0.039
Se -1.56831 1.57073 -5.69073 0.1 0.0 0.0 -0.209
Sb -2.60951 -0.27374 -4.62970 -0.1 -0.1 -0.2 -0.283
Se -1.51155 -2.39066 -4.59808 0.0 0.0 0.1 -0.196
Se -4.85546 -0.15727 -3.89067 0.0 0.0 0.0 -0.207
Se -1.28116 0.76150 -1.65052 0.0 -0.2 0.3 0.279
```
Forces are in eV/Å.

Results
ΔE to the lowest compared entry with this formula, charge and spin (eV): 0.872
Net charge: -1
Calculated total energy (Eh): -13816.0016
Frontier orbital gap (eV): 5.935
LUMO level (Ha): 0.05231

(5)
One molecule with the formula C16H18FN3O5. Source: the Open Molecules 2025 dataset; level of theory: ωB97M-V with the def2-TZVPD basis set.

The geometry in XYZ format:
```
43
Properties=species:S:1:pos:R:3:forces:R:3:lowdin_charge:R:1
C 2.13357 -1.45523 -2.05576 -0.1 0.1 0.2 -0.098
C 1.13765 -0.30272 -2.01969 0.1 -0.1 -0.2 -0.263
C 0.39279 -0.16556 -3.34697 -0.1 0.2 0.3 -0.173
C -0.54182 1.04437 -3.38688 0.3 -0.1 -0.4 -0.119
N -1.56103 0.95775 -2.34355 0.1 0.0 -0.2 0.081
C -2.65151 0.12647 -2.60823 -0.2 0.0 0.3 -0.362
O -2.78508 -0.42558 -3.67387 -0.1 -0.1 0.0 0.116
C -3.55247 0.01793 -1.46782 -0.3 0.0 0.5 -0.165
F -4.65072 -0.74550 -1.60223 0.2 0.1 -0.1 0.083
C -3.29766 0.62358 -0.29472 -0.4 -0.5 -0.8 0.039
N -2.21272 1.42708 -0.14213 0.2 0.4 -0.3 0.009
C -1.84750 1.94332 1.17287 0.4 0.0 0.1 -0.075
C -0.92792 0.95771 1.84804 0.1 0.1 0.1 -0.187
C -1.42558 -0.06028 2.66220 0.2 0.1 0.0 -0.017
C -0.57993 -0.98839 3.21842 0.2 -0.1 -0.1 0.021
C 0.80191 -0.98276 2.96270 -0.1 0.3 -0.1 -0.199
O 1.49261 -1.89813 3.65565 -0.3 -0.2 -0.2 -0.044
C 2.90065 -1.86616 3.76495 0.6 -0.2 0.0 -0.055
C 1.28303 0.00332 2.08769 -1.0 0.0 0.4 -0.070
N 2.62482 0.04800 1.56652 0.3 -0.1 -0.1 -0.353
O 3.09638 -0.99633 1.15876 0.1 -0.1 -0.2 0.063
O 3.17333 1.12533 1.50919 0.2 0.2 0.0 0.106
C 0.42539 0.97773 1.57697 0.1 0.0 0.1 0.050
C -1.31177 1.64170 -1.17711 -0.5 0.0 0.3 -0.440
O -0.37346 2.39278 -1.03851 0.4 0.2 0.1 0.083
H 2.64845 -1.54888 -1.10242 0.1 -0.1 0.0 0.044
H 1.62302 -2.39315 -2.26346 0.0 -0.1 -0.1 0.076
H 2.87731 -1.29005 -2.83148 0.1 0.0 -0.1 0.075
H 1.66171 0.63039 -1.80264 0.0 0.1 0.1 0.113
H 0.42037 -0.47615 -1.21097 0.0 0.1 0.0 0.104
H 1.11535 -0.05327 -4.15675 0.0 0.0 -0.1 0.120
H -0.18820 -1.06971 -3.53879 0.0 0.0 -0.1 0.116
H 0.01470 1.96736 -3.22115 -0.1 -0.1 -0.1 0.126
H -1.05970 1.08150 -4.34705 0.1 0.1 0.1 0.128
H -3.95351 0.50764 0.55515 0.0 0.0 0.0 0.146
H -2.75805 2.09916 1.75216 0.0 0.0 -0.1 0.132
H -1.33482 2.89497 1.01770 -0.2 -0.1 0.1 0.134
H -2.48193 -0.11061 2.87951 -0.1 0.0 0.1 0.116
H -0.95188 -1.75556 3.87828 0.0 -0.1 0.1 0.125
H 3.38602 -2.24456 2.86062 -0.1 0.0 0.3 0.085
H 3.13716 -2.51665 4.60577 0.0 0.1 0.0 0.100
H 3.26210 -0.85504 3.97530 0.0 0.0 0.0 0.105
H 0.83893 1.73218 0.92372 0.0 0.0 0.0 0.125
```
Forces are in eV/Å.

Results
ΔE to the lowest compared entry with this formula, charge and spin (eV): 1.584
Net charge: 0
Calculated total energy (Eh): -1260.7588
SMILES: CCCCn1c(=O)c(F)cn(Cc2ccc(OC)c([N+](=O)[O-])c2)c1=O
Frontier orbital gap (eV): 8.682
LUMO level (Ha): -0.01369